ORCA calculation (wB97M-V/def2-TZVPD) on a single C4H5N3OS molecule at a distorted geometry.

XYZ file:
```
14
Properties=species:S:1:pos:R:3:forces:R:3
H 1.167 -3.399 0.442 0.60 1.05 0.20
N 0.432 -2.682 0.505 -1.87 0.93 -1.54
N 0.679 -1.662 -0.212 3.74 -3.09 0.92
C -0.159 -0.774 -0.649 -2.79 1.59 0.34
C 0.119 0.591 -0.668 4.24 -4.55 -1.01
C 1.554 1.053 -0.978 1.42 -0.41 -0.29
O 2.639 0.496 -1.220 -3.57 0.82 0.91
N -0.877 1.403 -0.584 -2.20 2.28 0.19
S -2.473 0.413 -0.262 1.84 0.88 -0.93
C -1.634 -1.087 -0.846 -1.40 -1.35 1.42
H 1.498 2.135 -1.029 0.40 0.92 -0.18
H -0.681 2.343 -1.001 -1.33 -1.00 0.49
H -2.003 -1.445 -1.820 0.64 0.62 -0.09
H -1.894 -1.964 -0.163 0.26 1.32 -0.44
```
Positions in Å, forces in eV/Å.

The HOMO-LUMO gap (spin up / spin down) is 6.70 / 6.91 eV. As for the LUMO energy (spin up / spin down): -0.0282 / -0.0267 Eh. The spin multiplicity is 1. The SMILES is [H]/N=N/C1=C(C=O)NSC1. As for the highest occupied orbital energy (spin up / spin down): -7.46 / -7.64 eV.



ORCA calculation (wB97M-V/def2-TZVPD) on a single C10H14N2O2S molecule at a distorted geometry.

XYZ file:
```
29
Properties=species:S:1:pos:R:3:forces:R:3
C -0.426 2.353 2.673 2.40 -2.41 -2.48
N 0.554 1.254 2.379 0.16 1.75 0.42
C 0.125 0.223 1.640 -0.61 -2.85 -2.58
C 1.212 -0.876 1.298 -1.31 4.39 -3.41
C 1.424 -0.776 -0.241 0.14 -1.19 0.32
C 2.354 -1.470 -1.042 -2.46 1.87 0.77
C 2.311 -1.325 -2.407 2.00 -0.88 0.62
C 1.379 -0.500 -3.016 0.17 -1.52 1.08
C 0.331 -0.013 -2.266 -0.28 1.32 0.89
C 0.394 -0.083 -0.863 2.27 -0.91 -1.19
N -0.372 0.616 0.009 -2.97 0.37 2.88
S -2.036 0.655 -0.330 0.17 -0.73 -0.40
C -2.635 -1.057 -0.710 1.05 -0.15 -1.98
O -2.243 1.648 -1.343 0.21 -0.60 -0.58
O -2.812 0.805 0.851 0.15 0.75 1.91
H -1.141 1.964 3.240 -2.78 -1.87 3.04
H -0.063 3.188 3.109 1.81 2.37 1.44
H -0.995 2.629 1.854 -0.57 0.70 -2.34
H 1.488 1.427 2.055 0.27 1.37 0.29
H -0.685 -0.316 2.095 -1.06 0.34 -0.16
H 0.750 -1.749 1.487 -0.82 -3.32 1.12
H 2.027 -0.588 1.848 2.27 -0.19 1.45
H 3.049 -2.068 -0.574 1.61 -1.30 0.84
H 3.164 -1.891 -2.867 -1.18 0.94 -0.48
H 1.578 -0.441 -4.034 -0.72 0.71 -1.92
H -0.489 0.628 -2.564 0.23 -0.06 -0.99
H -2.436 -1.522 -1.721 -0.29 1.13 0.75
H -2.103 -1.740 -0.060 -0.14 0.13 0.69
H -3.702 -0.974 -0.499 0.28 -0.15 0.00
```
Positions in Å, forces in eV/Å.

The HOMO-LUMO gap is 8.97 eV. As for the LUMO energy: 0.0249 Eh. The spin multiplicity is 1. The SMILES is CN[C@@H]1Cc2ccccc2N1S(C)(=O)=O. As for the highest occupied orbital energy: -8.29 eV.



ORCA calculation (wB97M-V/def2-TZVPD) on a single C18H18N4O molecule at a distorted geometry.

XYZ file:
```
41
Properties=species:S:1:pos:R:3:forces:R:3
C -4.993 -1.093 3.059 -0.53 -0.98 0.21
C -3.707 -1.144 3.898 -0.89 0.64 -0.50
C -4.014 -0.491 5.266 1.46 -2.19 -0.20
C -2.582 -0.478 3.055 -1.36 2.10 -0.12
C -1.847 -1.311 2.262 0.51 -1.55 2.29
C -0.753 -0.848 1.587 1.76 -0.32 -2.51
C -0.446 0.504 1.399 -4.99 0.35 3.92
N 0.512 0.878 0.567 3.45 1.10 -2.10
C 1.486 0.049 0.124 -1.17 -2.16 1.73
C 2.260 0.768 -0.648 1.33 0.35 -0.85
C 3.350 0.099 -1.347 2.50 -0.54 -0.72
O 4.050 -0.788 -0.833 -1.61 1.44 -0.20
C 3.593 0.438 -2.782 2.05 -1.30 0.20
C 4.880 0.121 -3.321 -2.26 1.18 -0.71
C 4.944 0.175 -4.736 5.28 -2.82 3.51
C 3.920 0.289 -5.493 -4.25 2.24 -3.30
C 2.669 0.644 -4.971 1.33 -1.05 -1.94
N 1.631 0.717 -5.879 -2.29 -0.51 0.01
C 2.521 0.673 -3.624 0.34 0.43 -0.35
N 1.812 2.029 -0.688 -0.72 2.06 -0.37
N 0.757 2.190 0.040 0.80 -2.62 0.12
C -1.303 1.467 2.113 0.66 -0.21 -0.56
C -2.376 0.980 2.842 0.43 -2.82 -0.01
H -5.352 -0.061 2.936 -0.01 -0.43 -0.18
H -5.809 -1.771 3.472 0.88 1.05 -0.19
H -4.690 -1.564 2.130 -0.49 0.32 -0.64
H -3.526 -2.252 3.920 0.48 1.06 0.63
H -4.482 0.434 5.189 -1.18 1.55 -0.51
H -4.614 -1.166 5.893 0.21 0.28 -0.18
H -3.079 -0.262 5.741 0.53 -0.16 0.70
H -1.946 -2.416 2.477 0.07 1.25 -0.73
H -0.127 -1.616 1.050 -0.78 1.00 0.61
H 1.734 -1.020 0.319 -0.94 1.19 0.25
H 5.718 -0.158 -2.713 0.04 -0.03 0.21
H 5.767 -0.328 -5.256 0.59 0.82 0.53
H 4.038 0.266 -6.579 -0.14 -0.34 0.21
H 0.830 0.092 -5.543 1.40 1.50 -1.57
H 1.887 0.777 -6.895 -0.68 -0.61 1.81
H 1.540 0.876 -3.344 -1.49 0.30 1.32
H -1.164 2.603 2.152 0.07 -1.93 -0.68
H -3.090 1.698 3.163 -0.40 0.36 0.87
```
Positions in Å, forces in eV/Å.

The HOMO-LUMO gap is 8.23 eV. As for the LUMO energy: 0.0018 Eh. The spin multiplicity is 1. The SMILES is CC(C)c1ccc(-n2cc(C(=O)c3cccc(N)c3)nn2)cc1. As for the highest occupied orbital energy: -8.18 eV.



These records have energy above the lowest of the compared OMol25 structures with the same formula, charge and spin values of 546.7 321.2 390.8 kJ/mol, in the order they appear.